Formula: C18H32F2N2O2ScSi2
Source: OMol25
Level of theory: the ωB97M-V functional and the def2-TZVPD basis

Last column: natural (NBO) charge in e.
Cartesian coordinates (Å):
Sc (-1.291754, 1.744080, -0.864575)  1.5992
C (2.496246, 0.278180, -1.666175)  -1.0522
Si (1.469546, 1.780380, -0.887575)  0.6762
C (2.602446, 3.267980, -1.507575)  -1.0570
C (2.054046, 1.630780, 1.002925)  -0.3886
C (3.417646, 1.572280, 1.286625)  -0.2309
C (3.907546, 1.497380, 2.578825)  -0.2289
C (3.015446, 1.475680, 3.636425)  -0.2643
C (1.657446, 1.513580, 3.374225)  -0.1619
C (1.148046, 1.587580, 2.078025)  -0.4045
Si (-0.812554, 1.635080, 1.847425)  0.6840
C (-1.172654, 3.220780, 2.933825)  -1.0548
C (-1.281154, 0.174980, 3.100925)  -1.0682
H (3.560746, 0.323080, -1.446075)  0.2029
H (2.383046, 0.260680, -2.748575)  0.2070
H (2.123346, -0.674820, -1.295575)  0.1987
H (3.650846, 3.155880, -1.236475)  0.2031
H (2.253046, 4.210980, -1.091675)  0.2142
H (2.550746, 3.359380, -2.591375)  0.2100
H (4.131846, 1.578680, 0.472525)  0.1898
H (4.977046, 1.452180, 2.762925)  0.1889
H (3.376846, 1.424580, 4.658625)  0.1894
H (0.971346, 1.482280, 4.211625)  0.1808
H (-0.820554, 3.142980, 3.961725)  0.2029
H (-2.237054, 3.440580, 2.961525)  0.2116
H (-0.677554, 4.077980, 2.483225)  0.2241
H (-1.291254, 0.490680, 4.141725)  0.2100
H (-0.571254, -0.647520, 3.018325)  0.2070
H (-2.270354, -0.226420, 2.886725)  0.2107
O (-1.944554, 3.937680, -0.551775)  -0.7163
C (-1.656154, 4.110680, -1.745275)  0.6457
O (-1.244054, 3.227080, -2.512375)  -0.7282
H (-1.763454, 5.144080, -2.161575)  0.0809
C (0.892946, -3.064520, 0.477925)  -0.6204
C (-0.636454, -3.089820, 0.500425)  -0.2176
N (-1.234554, -3.002020, -0.820775)  -0.4369
C (-1.719254, -4.235020, -1.396675)  -0.1971
C (-0.619054, -5.058520, -2.073075)  -0.6184
C (-1.314654, -1.799020, -1.467375)  0.5324
C (-1.874354, -1.776020, -2.859575)  -0.6760
N (-0.929154, -0.685420, -0.968975)  -0.8087
H (1.284946, -3.083020, 1.491925)  0.2176
H (1.248446, -2.157320, -0.002775)  0.2280
H (1.288846, -3.919520, -0.065175)  0.1963
H (-1.004954, -2.265720, 1.120025)  0.2158
H (-0.980654, -4.020720, 0.958825)  0.1951
H (-2.500554, -4.004720, -2.120275)  0.2087
H (-2.178454, -4.827620, -0.596675)  0.1916
H (-0.099054, -4.452420, -2.810875)  0.2112
H (-1.051554, -5.923720, -2.570675)  0.2049
H (0.106446, -5.408620, -1.343275)  0.2037
H (-2.955354, -1.908620, -2.835175)  0.2422
H (-1.424154, -2.538120, -3.492375)  0.2064
H (-1.668254, -0.794120, -3.277775)  0.2625
H (-0.541454, -0.777620, -0.033875)  0.3676
F (-3.929054, -0.068420, -1.174575)  -0.4217
C (-3.477254, 1.263780, -1.403575)  0.0513
F (-2.961654, 1.137380, -2.757375)  -0.4240
H (-4.434654, 1.810080, -1.569775)  0.1042

Forces on the atoms, in the same order (eV/Å):
Sc -0.508 0.021 -0.551
C -0.659 0.477 0.191
Si 1.769 -0.205 0.565
C -0.691 -0.409 0.154
C -0.393 0.035 -0.734
C 0.262 -0.017 -0.043
C 0.194 -0.021 -0.034
C -0.010 -0.022 0.211
C -0.011 -0.039 0.197
C -0.693 -0.002 -0.373
Si 1.018 0.029 1.470
C -0.147 -0.423 -0.578
C -0.149 0.353 -0.697
H 0.163 0.135 0.116
H -0.035 0.030 -0.222
H -0.072 -0.136 0.061
H 0.113 -0.159 0.119
H -0.062 0.158 0.089
H -0.055 -0.025 -0.187
H 0.070 0.040 -0.124
H -0.031 0.016 -0.032
H -0.016 -0.006 -0.002
H -0.089 0.002 0.102
H 0.119 -0.220 0.085
H -0.229 0.070 0.006
H 0.048 0.135 -0.127
H 0.104 0.190 0.146
H 0.146 -0.096 -0.064
H -0.196 -0.071 -0.050
O 0.074 -0.806 0.948
C -0.180 1.996 -0.659
O 0.454 -0.975 -0.378
H -0.010 -0.317 0.117
C -0.227 0.051 0.006
C 0.274 0.112 0.152
N -0.052 0.230 0.120
C 0.057 -0.208 -0.335
C -0.253 0.110 0.138
C -0.150 -0.353 -0.247
C -0.001 0.150 -0.012
N 0.142 1.000 0.505
H 0.047 0.010 0.108
H 0.104 0.058 -0.025
H 0.054 -0.051 -0.047
H -0.067 -0.112 0.034
H -0.057 0.118 -0.020
H -0.007 -0.066 0.081
H -0.026 0.110 -0.124
H 0.076 0.027 -0.082
H -0.012 -0.127 -0.063
H 0.092 -0.040 0.039
H -0.039 -0.013 -0.027
H 0.012 -0.094 -0.012
H -0.089 -0.089 0.006
H 0.039 -0.029 0.067
F -0.071 0.257 0.222
C -0.795 -0.794 -0.469
F 0.049 0.046 -0.006
H 0.601 -0.046 0.269

As for the relative energy (zero: lowest compared OMol25 entry of this formula, charge and spin): 28.3 kJ/mol. The net charge is -1. As for the LUMO energy: 2.5647 eV. The total energy comes out at -2504.63267 a.u.